[1]
Computed, not measured: 7 unconnected molecules or ions with the total composition C46H99FO12S, with ωB97M-V with the def2-TZVPD basis set.

Geometry (Å):
H: 6.55774 -11.18425 -1.46480
C: 3.43258 -10.29415 0.84677
H: 0.10624 7.89913 -0.14555
H: -0.22437 3.63950 1.36791
H: -0.29778 -3.82515 -2.66654
H: 3.84344 -6.80309 1.22573
H: -6.68273 4.08574 1.12894
H: -3.28548 1.27729 -4.08899
O: -7.43594 4.49704 3.71687
C: 4.19478 -6.50366 2.21767
C: -1.07075 5.36496 -2.63867
H: -2.45034 4.24940 4.17282
H: 3.46857 -6.84344 2.96393
H: -9.31222 6.08452 4.89387
O: 1.22894 -4.04087 0.88949
C: 7.19590 -4.67541 3.16395
H: -3.25924 0.97207 4.53723
H: -1.39450 1.35382 -5.92010
H: 11.65160 -4.29672 -0.85741
H: 6.17221 -4.56497 5.03867
H: 0.92452 -1.10234 -2.97938
H: 11.52817 -2.55943 -2.61392
C: -2.63765 0.69119 3.58650
H: 7.70515 -4.12985 0.26809
H: 11.96021 -1.83844 -1.04645
C: 11.16703 -2.34947 -1.60272
H: -6.93788 -0.12100 -5.67418
C: -7.46432 5.92089 3.78544
H: 1.02071 -3.75370 3.08848
H: 0.58199 1.72103 2.03072
H: 0.22633 8.33818 2.70936
H: 10.01313 -4.18268 -1.47206
H: 7.27431 -3.58844 3.03759
H: 5.91504 -11.46135 0.93192
C: 1.15984 8.89451 2.84357
H: 8.12790 -5.04774 3.60154
H: 9.00726 -2.57268 1.70067
F: -5.27872 1.49377 -0.05802
H: -3.19849 3.60147 -3.82216
C: -7.74330 4.32315 1.27870
H: -1.23521 -2.89891 -4.40423
H: -7.26127 0.24091 -3.98901
H: 3.50410 -11.67146 2.51333
H: 6.73224 -9.93336 0.66206
H: -6.98341 6.35045 2.90047
H: -9.14354 0.79555 -6.35906
O: -1.10498 2.13556 -0.56463
O: 4.73996 -9.75324 1.02103
H: -9.32740 -0.51437 -5.17004
C: -8.85963 6.48887 3.98206
O: 0.04058 3.21202 -2.54666
C: 1.57745 -3.18048 -1.52806
C: -2.16550 1.54437 -3.77344
H: -8.49683 3.10266 -4.75439
C: -7.46874 0.57276 -5.01165
H: -1.29899 4.98619 2.10813
H: -1.12622 2.27183 4.22919
H: 8.08607 -3.16909 -1.16085
H: 2.92941 7.77173 1.07397
C: -0.81658 6.67908 -3.05518
C: 7.95312 -3.11888 -0.07842
O: 1.52774 3.16017 -0.49740
H: 1.88603 -4.28838 -1.81588
C: 0.94811 7.35166 0.29620
H: -0.42405 7.76790 -3.34253
H: 0.25492 -1.90065 -5.10418
H: 0.14514 0.23574 3.10690
H: 2.74099 -9.61220 1.35157
S: 0.47812 2.24932 -1.18460
C: 3.26777 -11.68320 1.44206
C: 5.81370 -10.48888 0.43898
H: -6.84320 6.20647 4.64260
H: -3.32926 0.78616 -0.59440
H: 2.45865 7.16935 3.13110
H: -6.90732 3.83871 -4.76401
C: 9.20084 -2.60806 0.62389
C: -2.09095 3.17750 -3.68762
H: 3.15707 -10.28356 -0.21194
H: 7.09686 -5.11267 2.16854
H: 0.19449 -2.38213 1.97676
H: 5.05088 -4.63703 1.51624
H: 4.79398 -11.20201 -1.34914
H: -7.71975 3.61259 -2.43764
H: -8.81850 7.57900 4.06547
H: -1.84401 -0.93740 -6.18999
C: -1.36249 3.99478 1.44336
C: 0.49328 -3.51082 2.04615
H: -2.78875 -0.79172 -4.56493
H: -0.86276 -0.80305 -2.26235
H: -3.99503 3.13852 3.93376
H: -6.25925 2.62438 -2.69569
H: 1.30677 6.61249 -0.42750
H: -0.70227 0.44408 1.43207
H: 0.56540 6.81052 1.16369
H: -9.52360 6.24083 3.15079
H: 2.41314 8.81734 -0.23315
H: -1.49836 3.59342 -4.63540
C: -1.95628 3.33957 -0.84607
C: 5.69161 -10.64695 -1.06709
H: 5.13307 -7.02771 2.41356
C: -3.58751 3.13198 -0.96628
H: 3.05085 -3.15140 0.21921
C: -0.18145 -1.53759 -2.87531
H: 5.95284 -6.10130 4.22630
H: -3.83290 4.70272 2.85713
H: -4.04155 3.60685 0.03127
H: 3.08049 8.67306 3.80906
C: -2.31807 2.96733 2.28587
C: -3.21627 3.84807 3.38457
C: -0.32899 1.04253 2.36572
C: -8.95465 0.50321 -5.32052
H: -0.53403 -4.11705 2.08873
H: 1.66757 -1.89237 0.44756
C: -4.09278 1.57710 -0.98975
H: -1.97948 1.00997 -2.74747
O: -1.87438 4.42707 0.13967
H: 1.74952 7.81308 4.61679
C: -1.70450 -0.72355 -5.03941
H: -3.31854 0.42863 2.64249
H: 3.93124 -12.41049 0.97016
H: 0.90141 9.79790 3.40852
O: 4.77041 -4.52733 3.56947
H: -4.08277 3.77918 -1.83918
H: 9.43325 -1.58332 0.31933
H: 2.35679 -2.48122 -2.07512
C: 4.35997 -4.99498 2.28662
C: -1.34002 3.76637 -2.34301
C: 1.87468 -2.98794 0.09447
H: -2.00362 -0.30081 3.78026
H: -8.05716 2.81517 2.76270
H: -8.33170 3.80769 0.51265
O: 10.33902 -3.44660 0.44064
C: 2.06593 8.31061 0.67286
H: 10.32682 -1.65601 -1.68380
C: -8.19171 3.89730 2.66744
O: -6.90308 1.86264 -5.23323
H: -9.53724 1.17169 -4.68247
O: 1.28130 0.94540 -1.40777
H: -3.09800 2.36639 1.65745
C: 6.01533 -5.02233 4.05664
H: -0.74827 -2.96319 -1.04599
C: -7.45299 2.93564 -4.47266
H: -9.25898 4.08856 2.81319
C: -7.31428 2.74644 -2.97067
C: -1.16903 0.84816 -4.86995
C: 10.77500 -3.63978 -0.90304
C: 2.16863 8.08895 3.64454
H: 2.23917 -12.03495 1.31164
O: 1.65691 9.33093 1.58051
H: 5.63513 -9.66609 -1.55131
H: 7.10363 -2.45844 0.12388
C: -1.49687 1.84927 3.18963
H: -7.84677 1.86011 -2.62037
H: 3.39259 -4.52419 2.07545
C: 0.01440 -2.92043 -1.95459
H: -4.52561 1.24352 -2.05121
H: -0.02674 0.92473 -4.63035
H: -7.86165 5.39727 1.12343
C: -0.68854 -1.83932 -4.40465

Values from the calculation:
- SMILES = C#C[C@@]1(CCCCCCCCCOC)OS(=O)(=O)O[C@@]1(CCF)OC[C@H](C)C(C)C.CCOCC.CCOCC.CCOCC.CCOCC.CCOCC.CCOCC
- LUMO energy (eV) = -0.5
- E_HOMO (eV) = -9.310
- multiplicity = 1
- M (g/mol) = 895.35
- total energy (eV) = -87410.6529
- total charge = 0

=====

[2]
Computed, not measured: a molecular structure, C25H41Cl3O2P2V, with ωB97M-V with the def2-TZVPD basis set.

Geometry (Å):
H: -2.76922 -0.00603 -4.78435
C: 0.90476 2.45725 -5.76216
C: -0.00505 1.12349 -2.82419
C: -0.93447 -1.77671 0.25620
C: -0.78877 -0.66060 1.15551
H: -0.18080 2.20237 -2.94428
H: -0.72585 1.90305 -7.11859
C: -1.55504 -1.42641 -3.17266
H: -2.56579 -1.77680 -3.41160
H: -0.98284 3.36706 -6.20811
C: 2.55373 2.58265 -2.08409
Cl: 0.22386 5.47627 -0.20166
C: 0.74987 -3.29607 -1.06385
H: 1.45118 -3.00251 -1.86112
C: -2.23145 -2.45278 -0.01441
C: 0.60259 -0.35461 1.27168
H: 1.99834 3.22905 -1.39121
H: 3.25472 0.04603 -3.77020
H: -1.52942 0.12585 2.99728
H: -2.16995 0.92960 1.54742
C: 1.33490 -1.28051 0.45501
H: 0.13968 0.70109 -3.80993
H: -2.16813 -3.12829 -0.86570
O: -2.20760 2.64158 0.25082
H: -1.83835 2.28940 -4.31447
V: -0.02391 -0.13862 -0.81982
H: 0.34210 0.30229 -7.43829
H: -1.08018 -2.14138 -2.49798
C: -0.69208 4.46305 0.95861
H: -3.19890 1.74142 -1.41003
H: 1.03221 3.26240 -5.01375
H: -2.75535 -0.69560 1.98480
H: -4.06062 0.52100 -2.40945
C: 0.22029 -0.40260 -6.60098
H: 1.25370 -4.07368 -0.46252
H: -0.13528 -3.75879 -1.51859
H: 3.29750 -0.40927 0.43110
H: -3.31620 1.94960 -3.18054
H: -0.95481 -1.39686 -4.08158
H: 3.17510 -1.99012 -0.40487
H: 2.53197 3.00585 -3.09821
C: -0.60084 2.33503 -6.11229
H: 3.15972 -1.90867 1.36601
C: 1.57563 1.22407 -5.25989
H: 1.42180 2.80932 -6.67781
H: 2.55138 1.44132 -4.80954
C: -1.03005 3.04949 0.26083
H: 0.57196 -1.37454 -6.98866
H: -1.83623 -0.44744 -7.22016
H: 2.18072 0.94145 1.90198
Cl: 0.35254 4.11914 2.38188
C: 1.13121 -0.04326 -5.47185
O: 0.01652 2.49492 -0.20094
C: 0.38134 -2.13926 -0.20860
C: -1.27533 -0.57582 -6.27149
H: 1.59509 -0.89953 -4.98511
C: -1.81600 0.34950 -5.20808
H: -1.46840 -1.61891 -5.96996
C: -1.87660 -0.04538 1.96792
C: 1.19404 0.61408 2.23530
Cl: -2.17845 5.26213 1.45566
C: 2.82216 -1.40295 0.44599
C: -1.42156 1.63898 -5.08652
P: -1.67277 0.26510 -2.48982
H: 3.52884 -0.67048 -2.16364
H: 2.14437 -1.19578 -3.12615
H: 0.55104 1.49804 2.31995
H: -2.54135 -3.04037 0.86410
P: 1.77524 0.95174 -2.03501
H: 1.29557 0.17079 3.23884
H: 3.59311 2.49205 -1.73648
C: -3.20357 1.21142 -2.37972
H: -3.02401 -1.71326 -0.20083
C: 2.76523 -0.33151 -2.86997

Values from the calculation:
- relative energy (zero: lowest compared OMol25 entry of this formula, charge and spin) (eV) = 2.3376
- LUMO energy (alpha / beta) (eV) = -3.7 / -3.2
- E_HOMO (alpha / beta) (eV) = -11.376 / -11.315
- multiplicity = 3
- M (g/mol) = 592.85
- total energy (eV) = -112508.7693
- total charge = +1

=====

[3]
Computed, not measured: 2 unconnected molecules or ions with the total composition C7H8BrOP, with ωB97M-V with the def2-TZVPD basis set.

Geometry (Å):
C: -1.02426 -0.07018 -0.35195
C: -2.03815 -2.10761 0.08090
H: -2.05606 -3.25233 0.08631
C: -1.86046 0.73284 0.37974
C: 3.71421 1.83101 -1.07886
C: -2.99398 0.05438 0.85227
H: -1.88640 1.82764 0.73990
O: 2.47523 1.24473 1.34304
P: 2.30993 0.94277 -0.09632
H: 3.54528 2.97651 -1.07172
H: 3.84669 1.36500 -1.99236
C: -0.88226 -1.35942 -0.44767
H: 4.60267 1.71415 -0.32022
Br: 2.95535 -1.17525 -0.39361
C: -3.09909 -1.37842 0.64268
H: -3.68470 0.56338 1.57058
H: -0.01233 -1.94444 -0.92979
H: -3.91169 -1.96478 0.98708

Values from the calculation:
- relative energy (zero: lowest compared OMol25 entry of this formula, charge and spin) (eV) = 3.0339
- LUMO energy (alpha / beta) (eV) = -2.1 / -0.2
- E_HOMO (alpha / beta) (eV) = -8.515 / -9.144
- multiplicity = 1
- M (g/mol) = 219.02
- total energy (eV) = -88764.0327
- total charge = 0

=====

[4]
Computed, not measured: a molecular structure, C5H9N, with ωB97M-V with the def2-TZVPD basis set.

Geometry (Å):
H: -1.07733 1.41080 0.04637
H: -0.16394 -0.91201 1.95225
C: 0.82019 1.67378 0.92948
H: -0.05864 -0.18952 -2.29985
C: -0.13344 0.94860 0.31154
C: 0.08262 -0.51199 -0.16588
H: -0.63681 -1.77373 -1.76030
H: 1.79722 1.25911 1.14117
H: -1.72551 -1.21707 0.97969
C: -0.61892 -0.71033 -1.52412
C: -0.69360 -0.87266 1.01228
H: 2.06396 -0.38003 -0.25584
H: 0.63507 2.69972 1.22199
H: -1.64366 -0.32812 -1.50401
N: 1.35278 -1.09656 -0.08477

Values from the calculation:
- relative energy (zero: lowest compared OMol25 entry of this formula, charge and spin) (eV) = 4.7269
- LUMO energy (alpha / beta) (eV) = 0.0 / -0.5
- E_HOMO (alpha / beta) (eV) = -9.550 / -7.412
- multiplicity = 1
- M (g/mol) = 83.13
- total energy (eV) = -6816.2680
- total charge = 0

=====

[5]
Computed, not measured: 2 unconnected molecules or ions with the total composition C6H15FN, with ωB97M-V with the def2-TZVPD basis set.

Geometry (Å):
H: 0.52845 1.89450 -1.11771
C: -3.27567 -0.84904 0.00630
N: 1.08068 0.18185 0.00061
H: -3.39573 -1.79712 -0.50806
H: 3.20763 0.05683 0.26296
H: 0.05613 -1.33611 0.99592
H: 1.33701 -1.66846 -0.72561
C: 1.26180 -0.64504 -1.16990
H: -3.31721 -1.03348 1.02623
H: -4.22347 -0.28890 -0.04846
H: 2.26103 -1.10849 1.04733
H: -1.55309 -0.17130 -1.17951
C: 2.34905 -0.03366 0.86328
F: -2.17681 1.27238 -0.02274
H: 1.86931 2.24542 -0.27260
C: 0.95772 1.62812 -0.17919
C: -2.12649 0.00128 -0.28893
H: 0.29637 1.95499 0.66347
H: 0.37726 -0.58430 -1.88257
H: 2.24692 0.82845 1.60099
H: 2.27260 -0.46855 -1.62568
C: 0.05048 -0.30155 0.85208
H: -0.08398 0.22219 1.70181

Values from the calculation:
- relative energy (zero: lowest compared OMol25 entry of this formula, charge and spin) (eV) = 3.8203
- LUMO energy (alpha / beta) (eV) = -3.6 / -3.6
- E_HOMO (alpha / beta) (eV) = -12.342 / -12.343
- multiplicity = 1
- M (g/mol) = 120.19
- total energy (eV) = -10661.6786
- total charge = +1

=====

Copy entry 5 word for word.
Computed, not measured: 2 unconnected molecules or ions with the total composition C6H15FN, with ωB97M-V with the def2-TZVPD basis set.

Geometry (Å):
H: 0.52845 1.89450 -1.11771
C: -3.27567 -0.84904 0.00630
N: 1.08068 0.18185 0.00061
H: -3.39573 -1.79712 -0.50806
H: 3.20763 0.05683 0.26296
H: 0.05613 -1.33611 0.99592
H: 1.33701 -1.66846 -0.72561
C: 1.26180 -0.64504 -1.16990
H: -3.31721 -1.03348 1.02623
H: -4.22347 -0.28890 -0.04846
H: 2.26103 -1.10849 1.04733
H: -1.55309 -0.17130 -1.17951
C: 2.34905 -0.03366 0.86328
F: -2.17681 1.27238 -0.02274
H: 1.86931 2.24542 -0.27260
C: 0.95772 1.62812 -0.17919
C: -2.12649 0.00128 -0.28893
H: 0.29637 1.95499 0.66347
H: 0.37726 -0.58430 -1.88257
H: 2.24692 0.82845 1.60099
H: 2.27260 -0.46855 -1.62568
C: 0.05048 -0.30155 0.85208
H: -0.08398 0.22219 1.70181

Values from the calculation:
- relative energy (zero: lowest compared OMol25 entry of this formula, charge and spin) (eV) = 3.8203
- LUMO energy (alpha / beta) (eV) = -3.6 / -3.6
- E_HOMO (alpha / beta) (eV) = -12.342 / -12.343
- multiplicity = 1
- M (g/mol) = 120.19
- total energy (eV) = -10661.6786
- total charge = +1

=====

Which of these has the highest multiplicity? C25H41Cl3O2P2V

=====

The highest M belongs to which entry? C46H99FO12S

=====

Please write out number 5 again, unchanged.
Computed, not measured: 2 unconnected molecules or ions with the total composition C6H15FN, with ωB97M-V with the def2-TZVPD basis set.

Geometry (Å):
H: 0.52845 1.89450 -1.11771
C: -3.27567 -0.84904 0.00630
N: 1.08068 0.18185 0.00061
H: -3.39573 -1.79712 -0.50806
H: 3.20763 0.05683 0.26296
H: 0.05613 -1.33611 0.99592
H: 1.33701 -1.66846 -0.72561
C: 1.26180 -0.64504 -1.16990
H: -3.31721 -1.03348 1.02623
H: -4.22347 -0.28890 -0.04846
H: 2.26103 -1.10849 1.04733
H: -1.55309 -0.17130 -1.17951
C: 2.34905 -0.03366 0.86328
F: -2.17681 1.27238 -0.02274
H: 1.86931 2.24542 -0.27260
C: 0.95772 1.62812 -0.17919
C: -2.12649 0.00128 -0.28893
H: 0.29637 1.95499 0.66347
H: 0.37726 -0.58430 -1.88257
H: 2.24692 0.82845 1.60099
H: 2.27260 -0.46855 -1.62568
C: 0.05048 -0.30155 0.85208
H: -0.08398 0.22219 1.70181

Values from the calculation:
- relative energy (zero: lowest compared OMol25 entry of this formula, charge and spin) (eV) = 3.8203
- LUMO energy (alpha / beta) (eV) = -3.6 / -3.6
- E_HOMO (alpha / beta) (eV) = -12.342 / -12.343
- multiplicity = 1
- M (g/mol) = 120.19
- total energy (eV) = -10661.6786
- total charge = +1